No. 1
{
  "formula": "C5H13N2",
  "method": "ωB97M-V with the def2-TZVPD basis set",
  "orbital_gap_ha": 0.3249,
  "lumo_energy_ev": -3.87,
  "total_charge": 1,
  "total_energy_ev": -8368.12630,
  "de_lowest_kcal_mol": 61.9,
  "smiles": "C[C@H](N)C/C=C/[NH3+]",
  "symbols": ["C", "C", "N", "C", "C", "C", "N", "H", "H", "H", "H", "H", "H", "H", "H", "H", "H", "H", "H", "H"],
  "coordinates": [[0.235, -2.058, -0.621], [-0.520, -0.853, -1.104], [-1.053, -0.864, -2.454], [0.287, 0.479, -0.922], [0.784, 0.767, 0.472], [-0.045, 1.244, 1.380], [0.343, 2.003, 2.593], [0.896, -2.553, -1.329], [-0.464, -2.893, -0.445], [0.750, -2.044, 0.337], [-1.337, -0.652, -0.428], [-1.932, -1.378, -2.430], [-0.475, -1.485, -3.019], [-0.460, 1.245, -1.117], [1.115, 0.539, -1.625], [1.830, 0.607, 0.709], [-1.107, 1.370, 1.193], [-0.444, 2.578, 2.910], [1.192, 2.550, 2.472], [0.405, 1.397, 3.427]],
  "nbo_charge": [-0.662, -0.026, -0.810, -0.447, -0.085, -0.128, -0.686, 0.226, 0.228, 0.216, 0.176, 0.368, 0.361, 0.231, 0.238, 0.225, 0.221, 0.452, 0.456, 0.446]
}

No. 2
{
  "formula": "C5H13N2",
  "method": "ωB97M-V with the def2-TZVPD basis set",
  "orbital_gap_ha": 0.3594,
  "lumo_energy_ev": -4.32,
  "total_charge": 1,
  "total_energy_ev": -8368.23155,
  "de_lowest_kcal_mol": 59.5,
  "symbols": ["C", "C", "N", "H", "H", "H", "H", "H", "H", "H", "C", "C", "C", "N", "H", "H", "H", "H", "H", "H"],
  "coordinates": [[-1.000, 1.619, 1.106], [-1.682, 0.295, 1.017], [-1.605, -0.255, -0.397], [-1.424, 2.442, 0.533], [-0.856, 1.990, 2.132], [0.045, 1.619, 0.723], [-1.131, -0.414, 1.642], [-2.725, 0.288, 1.323], [-2.324, -0.948, -0.587], [-1.779, 0.510, -1.088], [1.881, -0.429, -1.029], [1.706, 0.722, -1.679], [1.285, -1.991, 0.546], [0.881, -1.079, -0.278], [2.877, -0.895, -1.017], [0.736, 1.149, -1.893], [2.548, 1.053, -2.288], [0.593, -2.533, 1.122], [2.321, -2.339, 0.630], [-0.346, -0.805, -0.518]],
  "nbo_charge": [-0.653, -0.219, -0.800, 0.228, 0.254, 0.216, 0.196, 0.222, 0.409, 0.405, -0.065, -0.335, 0.076, -0.456, 0.215, 0.206, 0.239, 0.200, 0.208, 0.450]
}

No. 3
{
  "formula": "C5H13N2",
  "method": "ωB97M-V with the def2-TZVPD basis set",
  "orbital_gap_ha": 0.2952,
  "lumo_energy_ev": -3.37,
  "total_charge": 1,
  "total_energy_ev": -8368.21733,
  "de_lowest_kcal_mol": 59.8,
  "smiles": "CN/C=C/CC[NH3+]",
  "symbols": ["C", "N", "C", "C", "C", "C", "N", "H", "H", "H", "H", "H", "H", "H", "H", "H", "H", "H", "H", "H"],
  "coordinates": [[2.250, -0.219, -2.432], [1.158, -0.952, -1.755], [0.853, -0.734, -0.479], [-0.254, -0.994, 0.277], [-0.473, -0.500, 1.674], [-0.796, 1.024, 1.575], [-2.188, 1.164, 1.032], [2.021, 0.842, -2.416], [2.288, -0.602, -3.451], [3.214, -0.548, -2.049], [0.531, -1.320, -2.450], [1.593, -0.238, 0.159], [-0.876, -1.719, -0.255], [-1.386, -1.027, 1.964], [0.356, -0.586, 2.371], [-0.047, 1.370, 0.871], [-0.728, 1.621, 2.483], [-2.416, 2.096, 0.694], [-2.274, 0.387, 0.399], [-2.829, 0.934, 1.788]],
  "nbo_charge": [-0.413, -0.579, 0.094, -0.459, -0.436, -0.225, -0.673, 0.198, 0.220, 0.217, 0.401, 0.183, 0.215, 0.217, 0.248, 0.232, 0.224, 0.450, 0.450, 0.435]
}

No. 4
{
  "formula": "C5H13N2",
  "method": "ωB97M-V with the def2-TZVPD basis set",
  "orbital_gap_ha": [0.3121, 0.2981],
  "lumo_energy_ev": [-3.57, -3.74],
  "total_charge": 1,
  "total_energy_ev": -8365.92392,
  "de_lowest_kcal_mol": 112.7,
  "symbols": ["C", "C", "C", "C", "C", "N", "N", "H", "H", "H", "H", "H", "H", "H", "H", "H", "H", "H", "H", "H"],
  "coordinates": [[2.064, 0.073, -0.039], [0.916, 0.669, -0.059], [2.409, -1.365, 0.124], [0.310, 1.993, -0.125], [-1.266, -0.620, 0.278], [-2.122, -0.073, 1.233], [-1.910, -0.546, -1.091], [2.938, 0.719, -0.153], [3.158, -1.650, -0.611], [2.845, -1.517, 1.112], [1.537, -2.003, 0.024], [1.080, 2.765, -0.133], [-0.317, 2.172, 0.750], [-0.297, 2.117, -1.022], [-0.949, -1.632, 0.489], [-2.146, 0.938, 1.284], [-2.014, -0.478, 2.152], [-2.616, 0.203, -1.058], [-2.402, -1.420, -1.334], [-1.217, -0.345, -1.822]],
  "nbo_charge": [-0.279, 0.170, -0.625, -0.709, 0.034, -0.846, -0.717, 0.247, 0.239, 0.242, 0.209, 0.258, 0.226, 0.216, 0.207, 0.384, 0.412, 0.444, 0.438, 0.450]
}

No. 5
{
  "formula": "C5H13N2",
  "method": "ωB97M-V with the def2-TZVPD basis set",
  "orbital_gap_ha": 0.3627,
  "lumo_energy_ev": -3.28,
  "total_charge": 1,
  "total_energy_ev": -8368.89709,
  "de_lowest_kcal_mol": 44.1,
  "smiles": "C=C(CC[NH3+])NC",
  "symbols": ["C", "C", "C", "C", "N", "N", "C", "H", "H", "H", "H", "H", "H", "H", "H", "H", "H", "H", "H", "H"],
  "coordinates": [[-1.702, 1.581, 0.353], [-0.720, 0.730, 0.117], [0.018, 0.659, -1.202], [1.189, -0.300, -1.179], [0.693, -1.723, -1.174], [-0.415, -0.362, 1.015], [0.607, -0.118, 2.034], [-2.231, 1.609, 1.298], [-2.089, 2.319, -0.336], [0.409, 1.619, -1.534], [-0.661, 0.376, -2.001], [1.791, -0.144, -0.290], [1.839, -0.172, -2.030], [-0.092, -1.810, -1.819], [1.436, -2.390, -1.380], [0.333, -1.893, -0.223], [-1.274, -0.656, 1.460], [1.572, -0.521, 1.750], [0.361, -0.612, 2.964], [0.730, 0.937, 2.296]],
  "nbo_charge": [-0.376, 0.135, -0.475, -0.216, -0.686, -0.708, -0.427, 0.215, 0.223, 0.262, 0.225, 0.232, 0.235, 0.437, 0.440, 0.471, 0.397, 0.178, 0.227, 0.211]
}

No. 6
{
  "formula": "C5H13N2",
  "method": "ωB97M-V with the def2-TZVPD basis set",
  "orbital_gap_ha": 0.3649,
  "lumo_energy_ev": -3.05,
  "total_charge": 1,
  "total_energy_ev": -8368.67120,
  "de_lowest_kcal_mol": 49.3,
  "symbols": ["C", "C", "C", "N", "H", "H", "H", "H", "H", "H", "H", "C", "C", "N", "H", "H", "H", "H", "H", "H"],
  "coordinates": [[-1.641, 0.333, -2.025], [-0.446, -0.518, -1.679], [0.668, -0.617, -2.456], [-0.538, -1.234, -0.436], [-1.832, 1.084, -1.259], [-2.552, -0.283, -2.111], [-1.484, 0.844, -2.974], [1.453, -1.332, -2.236], [0.774, 0.019, -3.344], [-1.467, -1.586, -0.301], [0.123, -2.025, -0.486], [0.405, 0.615, 2.530], [1.641, 0.465, 3.001], [0.144, 0.881, 1.117], [-0.509, 0.591, 3.127], [1.795, 0.338, 4.064], [2.516, 0.436, 2.348], [0.987, 1.189, 0.615], [-0.216, -0.060, 0.541], [-0.589, 1.588, 1.019]],
  "nbo_charge": [-0.661, 0.148, -0.438, -0.837, 0.203, 0.237, 0.253, 0.209, 0.232, 0.400, 0.412, -0.067, -0.349, -0.755, 0.231, 0.246, 0.217, 0.434, 0.457, 0.430]
}